# 1
# C10H13NO

A 2-piece molecular cluster, C10H13NO overall (ωB97M-V/def2-TZVPD, OMol25).

```
25
Properties=species:S:1:pos:R:3
C -2.9372 2.1279 0.7924
C -1.5755 1.0312 -1.1025
C 0.2238 0.3099 -0.0136
C -1.7359 1.4742 0.1858
C -0.6014 0.9212 0.9144
C 1.4152 -0.3478 0.3759
C 1.7358 -0.3739 1.7077
C -0.1964 1.0099 2.2810
C 1.0048 0.4359 2.6196
N -0.4391 0.2327 -1.1977
H -0.1635 -0.0295 -2.1259
H -2.3767 1.1120 -1.8145
H 2.0904 -0.8055 -0.3402
H -3.4237 1.4977 1.5116
H -3.5275 2.4819 -0.0617
H 2.4693 -1.0752 2.0857
H -0.9209 1.4036 2.9857
H 1.3589 0.5773 3.6263
H -2.7876 3.1091 1.2761
C 1.5261 -2.3399 -2.5931
O 2.3781 -3.2496 -1.8001
H 2.3724 -2.7925 -0.9621
H 0.5114 -2.7019 -2.3307
H 1.6529 -2.6489 -3.6156
H 1.9463 -1.3598 -2.4047
```

The calculation puts the LUMO energy at 0.8 eV. As for the energy above the lowest of the compared OMol25 structures with the same formula, charge and spin: 29.0 kcal per mole. The SMILES is Cc1c[nH]c2ccccc12.CO. As for the gap between HOMO and LUMO: 8.792 eV.

natural (NBO) population analysis, charges in e, atoms 1 to 2:
1 C -0.64
2 C -0.05

# 2
# C10H13NO

A 2-piece molecular cluster, C10H13NO overall (ωB97M-V/def2-TZVPD, OMol25).

```
25
Properties=species:S:1:pos:R:3
C -3.5067 0.0502 -0.0310
C -2.0393 0.4029 0.1617
C -1.4730 1.7403 -0.0691
C -0.1153 1.8677 -0.0721
C 0.7807 0.7599 0.0595
C 2.2433 1.1219 0.0627
C 3.0977 -0.1529 0.3543
C 1.1697 -1.6303 0.0119
C 0.2034 -0.4673 0.1122
C -1.1151 -0.6580 0.0975
H -4.3019 -1.9064 -0.6915
H -4.1004 0.7823 0.4836
H -3.8675 0.2255 -1.0692
H -2.0087 2.6613 -0.2195
H 0.2722 2.8989 -0.1609
H 2.5488 2.0146 0.6625
H 2.6248 1.1316 -0.9699
H 4.1900 0.1003 0.0366
H 3.0607 -0.3193 1.3987
H 3.0494 -2.0647 -0.4001
H 0.6896 -2.5018 -0.5555
H 1.1869 -1.9626 0.9949
H -1.4886 -1.6100 -0.0168
N 2.5184 -1.2122 -0.4498
O -3.6193 -1.2717 0.2695
```

The calculation puts the LUMO energy at 0.0 eV. As for the energy above the lowest of the compared OMol25 structures with the same formula, charge and spin: 82.2 kcal per mole. As for the gap between HOMO and LUMO: 8.259 eV.

natural (NBO) population analysis, charges in e, atoms 1 to 2:
1 C -0.09
2 C -0.04

# 3
# C10H13NO2

C10H13NO2 in the gas phase (ωB97M-V/def2-TZVPD, OMol25).

```
26
Properties=species:S:1:pos:R:3
C 2.9948 -0.3357 -0.0952
C 2.5005 0.7399 -0.8040
C 1.2493 1.2701 -0.5123
C 0.4203 0.9102 0.5191
C -0.8883 1.7143 0.6585
C -1.9746 1.4536 -0.3285
C -3.0932 0.4419 -0.0333
C -2.7809 -1.0055 -0.1995
C 0.9144 -0.2321 1.2484
C 2.1475 -0.8101 0.9000
H 4.9220 -0.6396 -1.0170
H 4.4693 -1.8658 -0.0348
H 2.9242 1.0741 -1.7194
H 1.0969 2.1463 -1.1347
H -1.2487 1.6423 1.7156
H -0.5571 2.7243 0.3500
H -1.5596 1.2280 -1.3236
H -2.3680 2.4167 -0.4861
H -3.3850 0.5525 1.1317
H -4.0659 0.7790 -0.5684
H -0.7659 -0.6883 -0.0164
H 0.1871 -0.6610 1.9343
H 2.5089 -1.7990 1.2586
N 4.1654 -0.9823 -0.4363
O -1.4050 -1.2803 -0.2195
O -3.6268 -1.8338 -0.4249
```

The calculation puts the LUMO energy at 0.8 eV. As for the energy above the lowest of the compared OMol25 structures with the same formula, charge and spin: 39.7 kcal per mole. The SMILES is Nc1ccc(CCCC(=O)O)cc1. As for the gap between HOMO and LUMO: 9.073 eV.

natural (NBO) population analysis, charges in e, atoms 1 to 2:
1 C 0.17
2 C -0.25

# 4
# C10H13NO3

A 2-piece molecular cluster, C10H13NO3 overall (ωB97M-V/def2-TZVPD, OMol25).

```
27
Properties=species:S:1:pos:R:3
C -2.4842 -1.0093 0.9225
C -2.1487 -0.0569 -0.2664
C -1.8389 1.3016 0.1560
C 0.0319 -1.1201 -1.3129
C 1.1932 -0.4399 -0.7433
C 2.2669 -1.1932 -0.1457
C 3.3600 -0.6253 0.4897
C 3.4686 0.7071 0.5210
C 2.4682 1.4955 -0.0258
C 1.3528 0.9169 -0.6645
H -1.8146 -1.5944 2.9454
H -3.0544 -1.9394 0.4506
H -3.1804 -0.3404 1.5835
H -3.2148 0.0600 -0.7393
H -2.5642 1.5845 0.9123
H -1.0315 1.3070 0.8594
H -1.1816 1.8750 -1.4040
H -1.7714 -0.9632 -2.0033
H 2.3712 -2.3529 0.0023
H 4.1296 -1.1862 1.1054
H 4.5105 1.1207 0.6797
H 2.6437 2.6298 -0.0143
H 0.6651 1.6724 -1.0724
N -1.1983 -0.4982 -1.2664
O -1.2472 -1.3568 1.6567
O -1.9528 2.2378 -0.7917
O 0.2214 -2.2321 -1.8346
```

The calculation puts the LUMO energy at -0.5 eV. As for the energy above the lowest of the compared OMol25 structures with the same formula, charge and spin: 130.4 kcal per mole. As for the gap between HOMO and LUMO: 8.809 eV.

natural (NBO) population analysis, charges in e, atoms 1 to 2:
1 C -0.09
2 C -0.08

# 5
# C10H13NOS

C10H13NOS in the gas phase (ωB97M-V/def2-TZVPD, OMol25).

```
26
Properties=species:S:1:pos:R:3
C 2.1087 -1.1593 -0.5599
C 1.6558 -1.6571 -1.9033
C 0.8154 -1.2028 -0.7374
C -0.9724 -0.8810 1.5868
C 1.3622 -0.6023 -2.9661
C -0.0039 0.0192 -2.5498
C -0.9431 1.4849 2.1007
C -0.7441 0.7032 -0.2116
C -1.3885 0.9421 3.4370
C -0.4012 -0.4784 -1.1147
N -0.9252 0.3374 1.1801
O 0.6523 -0.8044 3.4892
S -0.8188 -0.8457 3.4034
H 2.9385 -1.0738 0.0927
H 1.7173 -2.6958 -2.1975
H 2.1308 0.1722 -2.9912
H 1.2990 -1.0486 -3.9565
H 0.0658 1.1068 -2.5379
H -0.7795 -0.2597 -3.2591
H -1.6105 2.2535 1.7022
H 0.0714 1.8927 2.1557
H 0.0732 1.4319 -0.2498
H -1.6569 1.1907 -0.5774
H -0.9304 1.4397 4.2833
H -2.4706 0.9036 3.5394
H -1.2455 -1.1689 -1.1583
```

The calculation puts the LUMO energy at 0.5 eV. As for the energy above the lowest of the compared OMol25 structures with the same formula, charge and spin: 155.2 kcal per mole. The SMILES is O=S1#CN(C[C@H]2CC[C@H]3C=C23)CC1. As for the gap between HOMO and LUMO: 8.785 eV.

natural (NBO) population analysis, charges in e, atoms 1 to 2:
1 C -0.19
2 C -0.28

# 6
# C10H14AuOTe

C10H14AuOTe as an isolated structure (ωB97M-V/def2-TZVPD, OMol25).

```
27
Properties=species:S:1:pos:R:3
Au -1.4137 -0.9371 1.5259
C -4.6670 -0.0961 3.9128
Te -4.0477 -0.9352 1.9702
C -3.9426 0.9628 0.9371
H -5.7331 0.1275 3.9617
H -4.0416 0.7598 3.9145
H -4.3318 -0.8011 4.6818
H -4.9584 1.2957 0.6230
H -3.2454 0.8315 0.1271
H -3.7005 1.7053 1.6572
C -0.3053 0.4514 -1.3445
C 0.8657 0.1147 -0.4114
O 0.5790 -0.2171 0.7889
C 2.2205 -0.0689 -0.9645
C 2.5125 0.0984 -2.3456
C 3.7463 -0.2613 -2.8974
C 4.7814 -0.6053 -2.0374
C 4.5075 -0.8353 -0.6831
C 3.2933 -0.5798 -0.1458
H -0.8019 1.4217 -0.9944
H -1.0755 -0.3490 -1.2589
H -0.0533 0.5482 -2.3942
H 1.8298 0.6721 -2.9731
H 3.9072 -0.2500 -3.9837
H 5.7902 -0.8412 -2.4544
H 5.2214 -1.4027 -0.1039
H 3.0631 -0.8089 0.8920
```

The calculation puts the LUMO energy at -4.0 eV. Its net charge is +1. As for the gap between HOMO and LUMO: 8.577 eV.

natural (NBO) population analysis, charges in e, atoms 1 to 2:
1 Au 0.47
2 C -0.80

# 7
# C10H14BBaIN6

C10H14BBaIN6 as an isolated structure (ωB97M-V/def2-TZVPD, OMol25).

```
33
Properties=species:S:1:pos:R:3
C 3.3207 0.2733 0.9494
N 2.0365 0.4151 0.5258
N 1.9617 0.0926 -0.8122
C 3.2219 -0.1049 -1.2601
C 4.1014 -0.0012 -0.1749
B 0.5927 0.1485 -1.6635
N -0.4843 -1.0244 -1.3983
N -1.2707 -1.0940 -0.2680
C -2.0716 -2.1905 -0.3487
C -1.8949 -2.7391 -1.6184
C -0.8997 -1.9868 -2.2510
Ba -0.0788 -0.0954 1.6770
N -0.1105 1.5261 -1.3550
N -0.5234 1.7488 -0.0643
C -1.0955 2.9696 0.0016
C -1.0490 3.5400 -1.2768
C -0.4199 2.6012 -2.1086
H -1.4803 3.3024 0.9684
H -0.1728 2.6072 -3.1465
H -1.4201 4.4886 -1.5343
H 0.8980 0.0894 -2.8185
H -0.4627 -2.0364 -3.2208
H 3.3720 -0.2850 -2.2979
H -2.4336 -3.5539 -2.0054
H 5.1472 -0.0922 -0.1805
H -2.7151 -2.4217 0.5182
H 3.5307 0.4319 2.0203
H -1.8190 -0.7053 2.9664
C -1.9869 -1.4884 3.7045
H -2.8355 -2.0898 3.3700
H -1.1005 -2.1167 3.8247
H -2.2219 -1.0008 4.6511
I 0.3637 0.7917 4.6264
```

The calculation puts the LUMO energy (alpha / beta) at -10.1 / -11.1 eV. Its net charge is +2. As for the gap between HOMO and LUMO (alpha / beta): 5.329 / 4.181 eV.

Löwdin population analysis, charges in e, atoms 1 to 2:
1 C -0.11
2 N -0.28

# 8
# C10H14BClN6O4Pd

C10H14BClN6O4Pd as an isolated structure (ωB97M-V/def2-TZVPD, OMol25).

```
37
Properties=species:S:1:pos:R:3
H -1.0802 2.4816 1.7236
N -0.2519 1.2814 0.2192
B 0.6805 0.4752 -1.9358
N 0.6257 1.5385 -0.8016
C 1.1171 2.7969 -0.6994
Pd -0.8278 -1.2707 0.6496
H 1.8080 3.1553 -1.4474
C 0.5013 3.3968 0.4007
H 0.6147 4.3944 0.7764
C -0.3741 2.4074 0.9184
H 1.1109 0.8957 -2.9556
C -1.3137 -1.8815 2.3977
H -2.1715 -1.3381 2.8021
H -0.5519 -2.1333 3.1345
H -1.6657 -2.7971 1.8726
N -0.8103 0.0710 -2.0644
N 1.5571 -0.6732 -1.3189
N -1.3260 -0.9816 -1.2495
N 1.1557 -1.2332 -0.1255
C -1.7932 0.5412 -2.8332
C 2.8744 -0.9521 -1.4906
H -1.6436 1.3580 -3.5272
H 3.3867 -0.5878 -2.3615
C -2.9949 -0.1124 -2.5033
C 3.2970 -1.7210 -0.4101
C -2.7150 -1.0252 -1.5226
C 2.1838 -1.8798 0.4226
H -3.9665 0.0877 -2.9405
H 4.2686 -2.1235 -0.2262
H -3.3528 -1.6108 -0.8852
H 2.0751 -2.3806 1.3707
H -0.7494 -1.7256 -1.6309
O 0.8865 1.4788 3.6097
Cl 0.0537 0.3229 3.2880
O 0.6832 -0.3729 2.0690
O 0.0115 -0.6062 4.3921
O -1.3032 0.7239 2.8824
```

The calculation puts the LUMO energy (alpha / beta) at -1.4 / -1.7 eV. The multiplicity is 3. As for the energy above the lowest of the compared OMol25 structures with the same formula, charge and spin: 74.8 kcal per mole. As for the gap between HOMO and LUMO (alpha / beta): 5.934 / 6.774 eV.

natural (NBO) population analysis, charges in e, atoms 1 to 2:
1 H 0.24
2 N -0.35

# 9
# C10H14BN7O3Zr

C10H14BN7O3Zr as an isolated structure (ωB97M-V/def2-TZVPD, OMol25).

```
36
Properties=species:S:1:pos:R:3
H 0.9674 3.3278 0.2308
N 0.5743 1.7939 -1.1628
B 0.1629 0.3500 -3.2588
N 0.5497 1.7011 -2.5485
C 0.9038 2.8862 -3.0549
Zr 0.0889 -0.0654 -0.0280
H 0.9574 2.9960 -4.1237
C 1.1420 3.7695 -1.9997
H 1.4424 4.7869 -2.0716
C 0.9134 3.0592 -0.8189
H 0.2254 0.4784 -4.4385
C -0.5708 -1.8588 1.0817
H -0.5537 -1.7233 2.1671
H 0.2118 -2.5735 0.7756
H -1.5968 -2.0518 0.7380
N -1.2932 -0.0544 -2.8359
N 1.1611 -0.7710 -2.7962
N -1.6063 -0.2513 -1.4936
N 1.2956 -1.0888 -1.4497
C -2.4003 -0.2402 -3.5648
C 2.0146 -1.5338 -3.4797
H -2.3407 -0.1251 -4.6333
H 2.0675 -1.4184 -4.5460
C -3.4511 -0.5625 -2.7059
C 2.6967 -2.3663 -2.5873
C -2.9206 -0.5603 -1.4099
C 2.2183 -2.0742 -1.3136
H -4.4605 -0.7716 -2.9743
H 3.4414 -3.0876 -2.8227
H -3.3659 -0.7489 -0.4390
H 2.4443 -2.4568 -0.3256
H -1.0930 0.9591 1.1635
O 1.0739 -0.3343 3.9528
N 0.0149 0.0514 3.5830
O -1.0725 0.4227 3.9702
O 0.1979 0.2517 1.9488
```

The calculation puts the LUMO energy (alpha / beta) at -11.2 / -11.2 eV. Its net charge is +2. As for the energy above the lowest of the compared OMol25 structures with the same formula, charge and spin: 47.6 kcal per mole. As for the gap between HOMO and LUMO (alpha / beta): 4.725 / 4.727 eV.

natural (NBO) population analysis, charges in e, atoms 1 to 2:
1 H 0.24
2 N -0.50

# 10
# C10H14BeN4O8S2

C10H14BeN4O8S2 as an isolated structure (ωB97M-V/def2-TZVPD, OMol25).

```
39
Properties=species:S:1:pos:R:3
Be -0.5841 0.5593 -0.1546
S -2.7611 2.4853 0.4163
O -2.2106 1.5385 1.3446
O -4.1740 2.2210 0.2983
O -2.4582 3.8070 0.9100
O -2.0911 2.3108 -0.8479
S 1.3091 3.5952 0.7527
O 1.7598 4.7048 -0.0523
O 2.4266 3.5771 1.6957
O 0.1626 4.0977 1.4682
O 1.0950 2.3811 0.0491
C 1.6882 1.2464 -4.8444
C 1.0230 0.7802 -3.6321
N 0.5263 0.3996 -2.6211
H 1.2252 2.1083 -5.3250
H 1.6542 0.4486 -5.5863
H 2.7346 1.4772 -4.6447
C 0.2737 -1.1694 4.8260
C 0.2331 -0.4764 3.5159
N 0.1504 0.0109 2.4896
H 0.6908 -2.1682 4.6976
H -0.7243 -1.2372 5.2591
H 0.9937 -0.6670 5.4720
C 3.5533 -2.8512 -0.1836
C 2.5384 -1.7800 -0.3542
N 1.7686 -0.9225 -0.4845
H 4.4291 -2.7244 -0.8199
H 3.1410 -3.8134 -0.4874
H 3.9779 -2.8452 0.8202
N -2.5723 -1.6987 0.7337
C -3.1570 -0.9903 -0.2998
C -2.3819 -1.1795 -1.5096
C -1.4551 -2.1543 -1.1980
C -1.4406 -2.3306 0.1865
H -2.9000 -1.7415 1.6881
H -3.9984 -0.3705 -0.0270
H -2.6821 -0.8244 -2.4844
H -0.8954 -2.7925 -1.8657
H -0.8685 -3.0118 0.7990
```

The calculation puts the LUMO energy at 3.6 eV. Its net charge is -2. As for the energy above the lowest of the compared OMol25 structures with the same formula, charge and spin: 150.5 kcal per mole. As for the gap between HOMO and LUMO: 2.302 eV.

natural (NBO) population analysis, charges in e, atoms 1 to 2:
1 Be 1.52
2 S 2.63

# 11
# C10H14BrCl2N2O2P

C10H14BrCl2N2O2P in the gas phase (ωB97M-V/def2-TZVPD, OMol25).

```
32
Properties=species:S:1:pos:R:3
C -0.1885 4.0102 -1.1093
C -0.5753 2.8768 -1.1044
C -0.7724 1.4405 -1.3272
N 0.3668 0.9436 -2.1208
C 1.3159 0.4431 -1.2228
O 2.3831 -0.0174 -1.5197
C 0.7570 0.5670 0.1883
C 1.5220 -0.2821 1.2136
Cl 1.4483 0.4993 2.8072
C 1.1713 -1.7963 1.2098
C 2.2958 -2.6142 0.5659
Cl 0.8320 -2.4851 2.8375
C -0.7684 0.5025 -0.0477
C -1.3428 -0.8344 -0.5968
N -2.2353 -1.4975 0.3478
P -1.9741 1.0430 1.3348
O -3.1379 1.7181 0.4024
Br -1.0434 2.9013 2.1789
H 0.1653 5.0039 -1.0075
H -1.6743 1.3568 -1.9330
H 0.1272 0.2504 -2.8184
H 0.9200 1.6009 0.5115
H 2.5691 -0.2176 0.9374
H 0.2561 -1.9844 0.6796
H 2.1516 -2.6662 -0.5120
H 3.2631 -2.1546 0.7526
H 2.3182 -3.6169 0.9793
H -1.9265 -0.6550 -1.5002
H -0.5091 -1.4701 -0.9162
H -2.6041 -2.3480 -0.0553
H -1.7853 -1.7136 1.2296
H -3.3257 1.1960 -0.3850
```

The calculation puts the LUMO energy at 0.1 eV. The SMILES is C#C[C@H]1NC(=O)[C@H]([C@@H](Cl)[C@@H](C)Cl)[C@@]1(CN)P(O)Br. As for the gap between HOMO and LUMO: 8.829 eV.

natural (NBO) population analysis, charges in e, atoms 1 to 2:
1 C -0.16
2 C -0.05

# 12
# C10H14Cl2F12N2O11S4V

C10H14Cl2F12N2O11S4V as an isolated structure (ωB97M-V/def2-TZVPD, OMol25).

```
56
Properties=species:S:1:pos:R:3
O 1.1740 -0.9221 0.7498
V -0.0287 0.0474 0.4733
C -3.3834 -0.5462 3.1523
F -4.0557 -1.2115 4.0616
F -4.1010 -0.2078 2.0153
F -2.6891 0.5185 3.5945
S -2.0711 -1.8041 2.6042
O -0.8443 -1.5059 3.4154
O -2.4872 -3.1807 2.7285
N -1.5818 -1.2402 1.0202
S -2.5951 -1.8522 0.0721
O -3.7526 -2.5799 0.5709
O -2.8175 -0.9830 -1.0550
C -1.4516 -3.3222 -0.6105
F -2.1150 -4.0168 -1.5901
F -0.3193 -2.8745 -1.1772
F -1.2193 -4.1745 0.4060
C -0.6514 2.0099 -3.3230
F -0.9440 2.9786 -2.5201
F -1.7538 1.2438 -3.4953
F -0.2204 2.4025 -4.5511
S 0.7628 0.8400 -2.5020
O 0.1951 -0.5195 -2.5469
O 1.9896 1.0346 -3.3168
N 0.8638 1.4231 -0.8090
S 1.7623 2.7628 -0.8154
O 1.8359 3.5249 -2.0805
O 1.4869 3.5356 0.3705
C 3.6432 2.0706 -0.5880
F 4.4466 2.7418 -1.4302
F 3.9961 2.2907 0.6156
F 3.6567 0.7255 -0.9151
C -2.6748 2.1676 0.0323
O -1.6670 1.5988 0.8215
C -1.1845 2.6063 1.7209
C -0.1106 2.1872 2.7231
O 0.8697 1.1679 2.2597
C 1.9814 1.0414 3.1203
H -2.9832 1.4202 -0.6987
H -2.4159 3.0799 -0.5049
H -3.5512 2.3670 0.6490
H -2.1162 2.8664 2.2233
H -0.7376 3.4758 1.2389
H -0.6079 1.8478 3.6317
H 0.4451 3.0898 2.9776
H 2.5421 0.1537 2.8276
H 1.5873 1.0046 4.1359
H 2.6016 1.9377 3.1078
Cl 2.7503 -2.7117 -1.0293
C 3.1310 -3.8709 -2.2580
C 2.0761 -3.9062 -3.4215
Cl 2.8530 -4.9012 -4.7044
H 3.2445 -4.8853 -1.8757
H 4.0831 -3.6045 -2.7171
H 1.9339 -2.8702 -3.7293
H 1.2193 -4.4712 -3.0545
```

The calculation puts the LUMO energy (alpha / beta) at -4.9 / -10.4 eV. Its net charge is +1. The multiplicity is 3. As for the gap between HOMO and LUMO (alpha / beta): 8.623 / 3.076 eV.

natural (NBO) population analysis, charges in e, atoms 1 to 2:
1 O -0.62
2 V 1.73

In the order shown, the computed largest force on an atom values come out to 2.995 7.329 7.262 6.362 1.512 2.517 3.762 4.369 4.850 8.808 1.451 7.705 eV Å⁻¹.
In the order shown, the computed energy values come out to -14117.176 -14114.871 -16164.979 -18208.397 -24947.731 -23622.708 -28992.390 -44393.480 -29103.835 -55002.159 -122047.382 -162767.106 eV.